(1)
The following is a DFT calculation (ωB97M-V with the def2-TZVPD basis set) of a structure of composition C42H35N6O4PRe in a non-equilibrium geometry.

```
89
Properties=species:S:1:pos:R:3:forces:R:3
Re 0.006193 0.344203 -0.837641 0.326 1.703 0.599
N 1.953396 -3.766703 -2.048315 -0.052 -0.030 -0.024
C 1.749204 -2.458699 -1.980622 0.485 0.028 -0.018
N 0.611315 -1.924607 -1.629749 -0.837 0.843 0.664
C -0.451103 -2.747580 -1.285240 -0.081 0.698 -0.221
N -1.594929 -2.229650 -0.990206 -0.704 -1.312 0.128
N -1.726026 -0.883486 -0.975085 1.626 0.092 -0.359
C -2.871223 -0.413612 -1.268107 -0.652 -0.532 -0.179
C -3.035078 0.984426 -1.090388 -0.721 0.581 -0.111
C -4.268377 1.608272 -1.217732 0.443 -0.012 0.100
C -4.335456 2.973583 -0.988052 0.151 0.056 0.020
C -3.172815 3.641347 -0.626576 -0.156 -0.408 -0.133
C -1.986388 2.923284 -0.490133 -1.465 1.236 0.396
N -1.911636 1.626974 -0.732327 0.982 -0.882 -0.101
C -0.276711 -4.183956 -1.283902 0.403 -0.249 -0.112
C -1.276032 -5.083186 -0.898062 0.079 0.059 -0.018
C -1.008319 -6.433648 -0.876805 -0.134 -0.058 0.030
C 0.243496 -6.918289 -1.258932 0.046 0.143 -0.058
C 1.228236 -6.049907 -1.681563 0.119 0.064 0.052
C 0.973948 -4.682692 -1.675874 -0.529 -0.083 0.081
H 2.850034 -4.130109 -2.340870 0.048 0.224 -0.007
H 2.589992 -1.816295 -2.220884 -0.004 0.016 0.030
H -3.679497 -1.050117 -1.608771 0.044 -0.145 0.241
H -5.137589 1.026318 -1.487861 -0.003 0.004 -0.049
H -5.276804 3.496244 -1.079656 -0.001 0.064 -0.035
H -3.177464 4.708635 -0.464747 0.058 0.009 0.157
H -1.084969 3.423367 -0.159104 -1.792 0.230 0.260
H -2.244844 -4.696041 -0.620674 -0.038 -0.003 0.039
H -1.775036 -7.131156 -0.573189 -0.040 -0.002 0.031
H 0.445584 -7.978946 -1.228090 -0.016 -0.043 -0.044
H 2.194185 -6.417284 -2.000519 0.054 -0.045 0.004
C -3.119547 0.308757 2.062376 0.010 -0.037 0.065
C -2.257280 -0.218898 3.167121 0.129 -0.005 -0.024
C -2.815306 -0.591811 4.386040 -0.045 0.011 -0.061
C -2.033413 -1.062948 5.426507 0.067 0.008 0.016
C -0.659417 -1.160681 5.270979 0.048 0.009 0.024
C -0.082989 -0.812407 4.064279 -0.148 0.022 -0.041
C -0.876385 -0.349848 3.006197 0.123 -0.120 -0.130
P 0.115314 0.276015 1.606162 0.117 -0.047 -0.820
C 1.472598 -0.948676 1.566729 0.006 0.160 -0.184
C 0.997693 -2.264905 1.471985 0.049 0.084 0.124
C 1.877723 -3.320035 1.337065 -0.026 -0.031 0.004
C 3.242579 -3.062909 1.275539 -0.056 0.043 -0.030
C 3.709400 -1.761611 1.358391 0.041 0.061 -0.017
C 2.844480 -0.679104 1.500824 -0.153 0.075 0.045
C 3.370608 0.721836 1.572285 0.002 0.014 -0.001
C 0.382425 2.010769 2.057083 -0.148 -0.217 -0.065
C 0.325104 2.445446 3.382514 0.056 -0.014 -0.011
C 0.401639 3.795966 3.666510 0.050 -0.043 0.019
C 0.535255 4.709994 2.629134 -0.024 0.003 -0.017
C 0.571109 4.275384 1.314627 -0.003 0.028 -0.035
C 0.478584 2.920509 1.004829 0.306 -0.256 0.458
C 0.514238 2.453881 -0.416029 1.454 -0.827 -0.685
H -4.113283 0.556009 2.429346 -0.014 0.052 -0.033
H -3.224534 -0.441653 1.277774 -0.044 -0.004 0.011
H -2.667754 1.202899 1.630203 -0.109 0.060 0.007
H -3.884225 -0.500235 4.523329 -0.051 0.002 -0.018
H -2.490097 -1.343281 6.364751 -0.049 0.003 0.026
H -0.031287 -1.495652 6.083500 -0.009 -0.050 0.044
H 0.990068 -0.876946 3.949801 0.021 -0.075 0.051
H -0.069364 -2.449265 1.533278 0.009 -0.086 0.014
H 1.503543 -4.334140 1.293484 -0.007 -0.032 0.007
H 3.944859 -3.878289 1.165329 0.027 -0.025 0.048
H 4.773059 -1.571094 1.318753 0.054 0.006 -0.006
H 4.453733 0.733695 1.668959 0.005 -0.012 -0.005
H 2.939401 1.258943 2.416935 0.081 0.036 0.015
H 3.102461 1.260390 0.661408 0.044 0.054 0.007
H 0.212794 1.730711 4.185374 -0.013 0.014 0.038
H 0.351787 4.133766 4.691518 0.017 0.024 0.025
H 0.598702 5.767001 2.846615 0.010 0.032 0.000
H 0.663976 4.996920 0.512807 0.021 0.067 -0.055
H 1.527550 2.629261 -0.785795 0.002 -0.288 -0.006
H -0.140491 3.068349 -1.039201 1.619 -0.431 -0.497
O 3.700127 0.046357 -2.695766 -0.097 0.012 0.241
C 2.655332 0.593399 -2.440034 0.176 0.476 -1.078
O 1.973957 0.383689 -1.339378 -1.052 -0.774 0.955
C 2.022391 1.599098 -3.370624 -0.103 -0.095 0.269
C 2.766328 2.605056 -3.976472 -0.056 -0.075 -0.057
C 2.122459 3.583161 -4.721352 0.051 -0.052 0.035
C 0.739909 3.586315 -4.843293 -0.281 -0.029 -0.130
C 0.013331 2.563016 -4.256375 0.677 -0.143 0.157
C 0.650458 1.558626 -3.544702 -0.077 0.082 0.131
N -1.442666 2.525481 -4.326685 -0.281 0.105 -0.105
O -2.005054 3.275960 -5.082836 0.065 -0.030 0.070
O -2.003648 1.735730 -3.574367 -0.082 -0.004 -0.169
H 3.840548 2.621264 -3.855352 0.032 -0.029 0.001
H 2.705408 4.352041 -5.207375 -0.032 0.079 0.035
H 0.225344 4.361917 -5.391966 -0.019 -0.003 -0.038
H 0.045196 0.716109 -3.193104 -0.032 -0.033 0.014
```
Positions in Å, forces in eV/Å.

Output
* HOMO-LUMO gap (alpha / beta): 7.16 / 6.48 eV
* relative energy (zero: lowest compared OMol25 entry of this formula, charge and spin): 1.305 eV
* 2S+1: 2
* E_LUMO (alpha / beta): -6.55 / -7.16 eV
* expectation value of S²: 0.761
* total charge: +2

Atom charges from the Löwdin analysis, given in e for atoms 1 to 8: atom 1 (Re): 1.457, atom 2 (N): 0.166, atom 3 (C): -0.085, atom 4 (N): 0.073, atom 5 (C): -0.290, atom 6 (N): 0.094, atom 7 (N): -0.143, atom 8 (C): -0.055

***

(2)
The following is a DFT calculation (ωB97M-V with the def2-TZVPD basis set) of a structure of composition C5H7N2O5P in a non-equilibrium geometry.

```
20
Properties=species:S:1:pos:R:3:forces:R:3
C 0.549351 -1.689889 -1.878241 -0.018 0.046 -0.160
C -0.159513 -1.295434 -0.827845 -0.317 -0.718 -0.466
C 0.332138 2.228516 -0.845281 0.760 0.678 -0.870
C -2.589586 0.004716 0.801989 -0.829 0.876 1.017
C 0.149266 -0.070304 -0.096476 -1.808 0.609 2.925
N 0.631586 0.968403 -0.801906 0.777 -0.092 -0.653
N -1.349371 0.383689 0.897945 2.423 -0.770 -1.666
O 2.693602 -0.279892 0.684438 -0.625 -0.408 0.376
O 1.088127 0.607013 2.466299 -0.286 0.321 -0.240
O -0.583095 2.904889 -0.362665 -0.561 0.373 0.442
O -3.096967 -0.902413 0.154838 -0.302 -0.803 -0.671
O 1.092228 -1.895936 1.845814 -0.177 -0.261 -0.221
P 1.205672 -0.470248 1.437893 1.021 -0.064 0.303
H 0.378235 -2.637955 -2.369242 -0.148 -0.147 0.051
H 1.352240 -1.081924 -2.266554 0.066 0.155 -0.002
H -0.954196 -1.899058 -0.415542 0.062 -0.094 0.029
H 1.083447 2.761959 -1.515305 -0.369 -0.075 0.314
H -3.279111 0.613871 1.469791 0.345 -0.113 -0.230
H 2.547966 0.542053 0.207707 0.183 0.374 -0.423
H -1.092020 1.207942 1.412345 -0.198 0.114 0.146
```
Positions in Å, forces in eV/Å.

Output
* HOMO-LUMO gap: 7.29 eV
* relative energy (zero: lowest compared OMol25 entry of this formula, charge and spin): 0.000 eV
* E_LUMO: 6.33 eV
* total charge: -2

Atom charges from the natural (NBO) analysis, given in e for atoms 1 to 8: atom 1 (C): -0.440, atom 2 (C): -0.179, atom 3 (C): 0.502, atom 4 (C): 0.518, atom 5 (C): -0.009, atom 6 (N): -0.718, atom 7 (N): -0.668, atom 8 (O): -1.031

***

(3)
The following is a DFT calculation (ωB97M-V with the def2-TZVPD basis set) of a structure of composition C20H43OP3RuSe in a non-equilibrium geometry.

```
69
Properties=species:S:1:pos:R:3:forces:R:3
Ru -0.328979 -0.436359 0.305316 0.979 2.574 1.000
P -1.510690 -0.931194 2.241391 -1.974 -0.627 2.450
P 0.898488 -2.348650 0.264466 1.951 -2.619 0.269
P -2.021537 -0.944847 -1.123589 -1.325 -0.870 -1.869
H 0.647372 2.219921 -0.120204 -0.524 -0.032 0.215
C -0.437010 2.051654 -0.200280 -0.312 -0.240 0.408
C -1.232266 1.851868 0.902367 0.460 0.671 -0.417
H -0.851646 2.058781 1.913008 -0.046 -0.419 -0.524
C -0.602200 -0.267733 3.679107 0.567 0.250 -0.203
C -1.807619 -2.688101 2.683399 0.145 -0.104 -0.350
C -3.183032 -0.204502 2.436381 0.056 0.143 -0.285
C 2.329265 -2.457551 -0.874761 -0.211 0.768 -0.475
C 1.754023 -2.529518 1.872103 -0.201 0.376 0.221
C 0.062234 -3.947836 -0.035486 -0.514 0.177 -0.048
C -3.220298 0.400165 -1.378518 0.294 0.407 0.427
C -3.083430 -2.356064 -0.680961 0.230 -0.149 0.453
C -1.444198 -1.355379 -2.809145 0.100 0.082 0.230
H -0.881963 2.247801 -1.180575 0.072 -0.342 0.329
H -2.323066 1.843831 0.784136 0.555 -0.014 -0.010
H -0.592408 0.829334 3.632829 -0.014 -0.315 0.121
H 0.435383 -0.628069 3.665049 -0.261 0.091 0.124
H -1.084042 -0.583973 4.615890 -0.014 -0.017 -0.312
H -0.864510 -3.239319 2.779654 -0.353 0.117 0.044
H -2.432332 -3.173129 1.922159 0.127 0.082 0.274
H -2.336492 -2.728678 3.647808 0.139 0.148 -0.254
H -3.120206 0.888647 2.398328 -0.136 -0.303 0.151
H -3.598139 -0.496607 3.412917 0.192 -0.002 -0.268
H -3.864253 -0.549148 1.646611 0.126 0.083 0.293
H 2.927727 -3.355615 -0.649589 -0.359 0.275 0.061
H 2.957124 -1.564331 -0.754660 -0.006 -0.292 0.041
H 1.978032 -2.503218 -1.914229 0.121 -0.096 0.183
H 2.509892 -3.324632 1.790823 -0.261 0.166 -0.068
H 1.060897 -2.778068 2.684259 0.265 0.025 -0.202
H 2.252671 -1.575509 2.101348 -0.088 -0.369 -0.078
H 0.813610 -4.750037 -0.049326 -0.025 0.312 0.050
H -0.443445 -3.933220 -1.008856 0.164 -0.093 0.175
H -0.669072 -4.169368 0.749612 0.179 0.010 -0.224
H -3.948134 0.072195 -2.133367 0.210 -0.053 0.163
H -2.717834 1.305769 -1.734146 -0.204 -0.171 -0.039
H -3.753311 0.633249 -0.449179 0.024 -0.078 -0.237
H -3.788746 -2.530295 -1.505522 0.195 0.138 0.062
H -3.661962 -2.155718 0.228592 0.099 -0.037 -0.249
H -2.489956 -3.265180 -0.533584 -0.204 0.176 -0.074
H -2.295015 -1.285575 -3.496813 0.156 -0.154 0.069
H -1.031708 -2.371066 -2.824335 -0.119 0.137 -0.078
H -0.655541 -0.657716 -3.125270 -0.371 -0.193 -0.017
C 1.661149 2.052802 -3.547743 -0.069 0.616 -0.585
C 1.157625 3.286659 -3.063781 -0.061 0.942 0.218
C 1.220746 4.435375 -3.840344 -0.472 -0.493 1.227
C 1.764469 4.389650 -5.134059 0.145 0.032 -0.207
C 2.207066 3.162326 -5.654045 0.127 -1.024 -0.072
C 2.117342 2.001463 -4.895350 0.482 0.039 -0.667
Se 1.819052 0.626514 -2.404269 0.517 0.414 -0.564
H -0.223330 -0.044037 -1.204206 -0.121 0.020 -0.408
H 0.755360 3.314555 -2.052263 0.187 0.340 -0.352
H 0.845806 5.374914 -3.429503 0.127 -0.265 -0.177
H 1.834746 5.301693 -5.728569 -0.005 -0.239 0.116
H 2.625761 3.118198 -6.663429 -0.199 -0.039 0.344
H 2.434304 1.037921 -5.293667 0.068 0.334 -0.115
C 3.360782 0.931245 3.428726 -0.142 -0.394 -0.525
C 2.336242 1.383862 2.426636 0.230 0.126 0.443
C 1.829655 2.780626 2.632670 -0.118 -0.109 -0.378
O 1.940362 0.650333 1.506467 -0.658 -0.184 -0.056
H 2.930954 0.974282 4.439159 0.129 0.111 -0.154
H 4.219887 1.613430 3.398384 -0.147 -0.117 0.112
H 3.691229 -0.086188 3.205577 0.049 0.173 0.134
H 1.308561 3.134765 1.740455 0.068 0.114 0.194
H 1.140485 2.798260 3.490755 0.239 0.040 -0.085
H 2.670101 3.444321 2.867236 -0.264 -0.053 0.024
```
Positions in Å, forces in eV/Å.

Output
* HOMO-LUMO gap (alpha / beta): 6.96 / 5.44 eV
* relative energy (zero: lowest compared OMol25 entry of this formula, charge and spin): 0.000 eV
* 2S+1: 5
* E_LUMO (alpha / beta): -13.53 / -15.45 eV
* expectation value of S²: 6.036
* total charge: +4

Atom charges from the natural (NBO) analysis, given in e for atoms 1 to 8: atom 1 (Ru): 0.210, atom 2 (P): 1.056, atom 3 (P): 1.146, atom 4 (P): 1.297, atom 5 (H): 0.251, atom 6 (C): -0.389, atom 7 (C): -0.415, atom 8 (H): 0.257